# 1
C64H108N12O8 | ωB97M-V/def2-TZVPD

- highest occupied orbital energy (eV) = -8.12
- 2S+1 = 1
- LUMO energy (hartree) = 0.013

Cartesian coordinates (Å):
C (-2.1983, 3.2882, 5.2466)
C (-2.2065, 2.4991, 3.9340)
O (-1.0703, 2.6455, 3.1011)
H (-1.1911, 3.0986, 5.7723)
H (-2.9621, 2.8850, 5.8903)
H (-2.3493, 4.3853, 5.1129)
H (-3.0847, 2.6891, 3.2737)
H (-2.3670, 1.4190, 4.1855)
H (-1.0323, 1.8572, 2.4569)
C (-5.4359, 2.9959, -0.4075)
C (-5.1772, 4.0893, -1.4333)
O (-5.5561, 5.2678, -0.8721)
H (-4.6834, 3.0187, 0.4303)
H (-5.2479, 2.0490, -1.0101)
H (-6.4668, 3.0030, -0.1881)
H (-5.8484, 3.7719, -2.2070)
H (-4.1543, 4.1589, -1.7978)
H (-5.9447, 5.8412, -1.5120)
C (0.6210, 5.7154, 2.3525)
C (1.3333, 5.0757, 3.5810)
O (1.3979, 3.7159, 3.4433)
H (0.7701, 6.7680, 2.2747)
H (-0.3981, 5.4364, 2.4270)
H (1.0727, 5.3218, 1.4156)
H (0.8247, 5.4470, 4.5243)
H (2.3720, 5.3953, 3.6551)
H (0.5119, 3.2419, 3.5579)
C (-1.4506, -5.4410, -2.7073)
C (-2.0902, -4.0769, -3.1481)
O (-3.4936, -4.2663, -3.4527)
H (-0.3651, -5.2874, -2.6157)
H (-1.6521, -6.2586, -3.3782)
H (-1.8215, -5.6971, -1.7434)
H (-1.5789, -3.8308, -4.0652)
H (-1.9926, -3.2851, -2.4027)
H (-3.9066, -4.4896, -2.6252)
C (3.2621, 1.3180, -6.2323)
C (3.8572, 0.1274, -6.9452)
O (3.4507, -1.0903, -6.1531)
H (3.5927, 1.2926, -5.1909)
H (2.1514, 1.4098, -6.3585)
H (3.6215, 2.2030, -6.7328)
H (4.9567, 0.0763, -7.0301)
H (3.3608, 0.1117, -7.9508)
H (3.4868, -1.8452, -6.7501)
C (-0.4229, 0.2425, 5.6979)
C (-0.4254, -0.8020, 4.5592)
O (0.7277, -1.5734, 4.4080)
H (-1.4146, 0.7054, 5.6791)
H (0.3033, 1.0341, 5.6309)
H (-0.2219, -0.2556, 6.6451)
H (-0.5125, -0.3163, 3.6007)
H (-1.2646, -1.5042, 4.6370)
H (1.1494, -1.8523, 5.2791)
C (4.7236, 1.0195, 1.8983)
C (3.3128, 1.3733, 2.4517)
O (3.3750, 1.9518, 3.7211)
H (5.3249, 1.9091, 1.6277)
H (4.6516, 0.4142, 0.9968)
H (5.1878, 0.4345, 2.7015)
H (2.7011, 0.4838, 2.5279)
H (2.8665, 2.0764, 1.7158)
H (2.7048, 2.6300, 3.7865)
C (0.4718, 2.2565, -0.1374)
C (-0.7338, 1.4101, -0.0935)
O (-0.6670, 0.6624, 1.2007)
H (0.4194, 2.8445, -1.0671)
H (1.3765, 1.6025, -0.0440)
H (0.5669, 2.9995, 0.6630)
H (-0.6985, 0.6686, -0.8993)
H (-1.6258, 1.9833, -0.1375)
H (-1.5178, 0.2563, 1.2465)
N (0.2923, 6.0196, -3.3826)
C (-0.6462, 5.3021, -4.0765)
C (-1.4091, 4.7389, -3.1214)
C (-0.8963, 5.0371, -1.8268)
C (0.1034, 5.9194, -2.0267)
H (0.9769, 6.6351, -3.8030)
H (-0.7915, 5.3137, -5.1358)
H (-2.1994, 4.0241, -3.3372)
H (-1.2286, 4.6477, -0.8400)
H (0.7741, 6.4015, -1.3188)
N (-2.1400, -2.5232, 1.1983)
C (-3.1753, -2.0142, 1.9162)
C (-3.8033, -1.0603, 1.1920)
C (-3.1582, -1.0114, -0.1087)
C (-2.0943, -1.8747, -0.0254)
H (-1.5722, -3.3646, 1.4118)
H (-3.3113, -2.3982, 2.9102)
H (-4.6175, -0.4983, 1.5682)
H (-3.4449, -0.3607, -0.9304)
H (-1.3098, -2.1238, -0.7020)
N (2.0939, -1.1254, -3.4732)
C (1.9120, -0.5494, -2.2569)
C (1.3078, -1.4142, -1.4055)
C (1.2772, -2.6939, -2.0809)
C (1.6588, -2.3999, -3.4064)
H (2.4903, -0.6534, -4.2383)
H (2.1229, 0.5317, -2.1058)
H (1.0397, -1.0845, -0.4480)
H (1.0022, -3.6301, -1.7265)
H (1.9009, -3.0464, -4.2024)
N (3.7138, -3.8820, 2.4699)
C (3.6223, -2.9152, 1.5022)
C (3.9568, -3.4515, 0.3034)
C (4.3393, -4.8078, 0.5792)
C (4.1191, -5.0616, 1.9019)
H (3.3983, -3.7962, 3.4279)
H (3.2130, -1.9697, 1.7000)
H (3.9198, -2.8763, -0.6177)
H (4.8059, -5.4872, -0.1205)
H (4.1764, -5.9046, 2.5841)
N (6.3735, 4.9836, 0.0398)
C (6.1615, 4.9601, 1.3970)
C (4.8548, 4.6015, 1.6310)
C (4.3612, 4.3173, 0.3482)
C (5.2348, 4.6301, -0.6362)
H (7.2292, 5.4161, -0.3150)
H (6.8444, 5.2552, 2.1655)
H (4.2913, 4.2923, 2.5560)
H (3.3367, 4.0585, 0.1277)
H (5.1799, 4.7321, -1.6676)
N (-5.6021, -4.0387, 3.3237)
C (-6.3466, -3.1334, 4.0743)
C (-5.5885, -2.7224, 5.1115)
C (-4.3697, -3.4418, 5.1160)
C (-4.4250, -4.2459, 3.9826)
H (-5.8226, -4.6033, 2.4942)
H (-7.3090, -2.8140, 3.6851)
H (-5.8799, -1.8798, 5.7476)
H (-3.4882, -3.3221, 5.7264)
H (-3.6832, -4.8660, 3.5192)
N (0.1504, -3.7882, 2.8007)
C (-0.8656, -4.4478, 3.4688)
C (-1.3676, -5.3938, 2.5776)
C (-0.6496, -5.2870, 1.3637)
C (0.3343, -4.3480, 1.5853)
H (0.6993, -3.0423, 3.2087)
H (-1.1416, -4.2400, 4.4849)
H (-2.1678, -6.0709, 2.8039)
H (-0.7080, -5.9174, 0.5173)
H (1.0535, -3.9317, 0.8529)
N (5.4081, -0.0253, -3.3086)
C (5.8278, -0.4711, -2.0521)
C (6.2752, 0.6096, -1.3125)
C (6.1260, 1.7369, -2.2054)
C (5.6290, 1.3203, -3.3996)
H (4.9870, -0.6819, -3.9348)
H (5.6294, -1.4416, -1.6689)
H (6.8026, 0.6262, -0.3412)
H (6.4071, 2.7166, -1.9480)
H (5.3161, 1.9383, -4.2288)
N (-4.9837, -4.0520, -0.1788)
C (-4.2424, -5.2306, -0.1110)
C (-5.0300, -6.2061, -0.6583)
C (-6.2935, -5.6479, -1.0053)
C (-6.2191, -4.3681, -0.6290)
H (-4.7469, -3.1828, 0.1786)
H (-3.1961, -5.1937, 0.1651)
H (-4.6156, -7.2191, -0.6856)
H (-7.1079, -6.1671, -1.4772)
H (-6.9983, -3.6145, -0.7540)
N (-0.8533, 0.8343, -8.0285)
C (-0.4799, 1.7683, -8.9850)
C (-0.0163, 2.8968, -8.3841)
C (-0.2293, 2.7630, -6.9417)
C (-0.6696, 1.4872, -6.7834)
H (-1.3325, -0.0167, -8.1850)
H (-0.5487, 1.6315, -10.0396)
H (0.3472, 3.6994, -9.0114)
H (-0.0466, 3.3827, -6.0925)
H (-0.9966, 1.1235, -5.7886)
N (-3.6051, -1.2711, -3.8788)
C (-2.3720, -0.6383, -3.7089)
C (-2.5447, 0.7040, -3.5800)
C (-3.9894, 0.8325, -3.6074)
C (-4.6029, -0.3750, -3.7490)
H (-3.7425, -2.2728, -3.7955)
H (-1.4734, -1.2247, -3.5911)
H (-1.7899, 1.4659, -3.5741)
H (-4.4348, 1.7712, -3.4859)
H (-5.6279, -0.6864, -3.7778)
N (3.1925, 0.0202, 5.7113)
C (2.6484, 0.2025, 6.9520)
C (2.5554, -1.0592, 7.5744)
C (3.0748, -2.0119, 6.6250)
C (3.4078, -1.3140, 5.5316)
H (3.2972, 0.6914, 4.9533)
H (2.3892, 1.1690, 7.3663)
H (2.1219, -1.2604, 8.5192)
H (3.1200, -3.1237, 6.6924)
H (3.8413, -1.6447, 4.5591)

# 2
H2N2O2S | ωB97M-V/def2-TZVPD

- highest occupied orbital energy (eV) = -8.25
- 2S+1 = 1
- relative energy (zero: lowest compared OMol25 entry of this formula, charge and spin) (eV) = 2.427
- LUMO energy (hartree) = -0.007

Cartesian coordinates (Å):
N (0.4498, -0.0566, 0.2606)
N (-0.6012, 0.4120, -0.2718)
O (2.1821, -0.6071, 1.7781)
O (-0.9666, 0.2180, -1.6470)
S (0.8788, -0.0974, 1.7801)
H (-1.6153, 0.4916, 0.2625)
H (-0.3277, -0.3606, -2.1625)

# 3
C20H23BrN2O3 | ωB97M-V/def2-TZVPD

- SMILES = O=C(c1ccccc1)N1CCN(C[C@@H](O)COc2ccc(Br)cc2)CC1
- highest occupied orbital energy (eV) = -8.34
- 2S+1 = 1
- relative energy (zero: lowest compared OMol25 entry of this formula, charge and spin) (eV) = 2.875
- LUMO energy (hartree) = 0.020

Cartesian coordinates (Å):
O (-0.0470, 2.3900, -0.1145)
C (0.9249, 1.7633, -0.4997)
C (2.2230, 1.8175, 0.2417)
C (2.2534, 1.3918, 1.5648)
C (3.4262, 1.4791, 2.2937)
C (4.5662, 2.0102, 1.7137)
C (4.5329, 2.4562, 0.4026)
C (3.3665, 2.3582, -0.3350)
N (0.8946, 0.9907, -1.6113)
C (1.9452, 0.0860, -2.0256)
C (1.3154, -1.2756, -2.4074)
N (0.1187, -1.5580, -1.6481)
C (0.3543, -1.7016, -0.2207)
C (-0.7110, -2.5908, 0.4464)
O (-0.3994, -3.9591, 0.4182)
C (-0.9395, -2.1177, 1.9007)
O (-1.2780, -0.7525, 1.9682)
C (-2.4764, -0.3306, 1.4654)
C (-3.5720, -1.1528, 1.2189)
C (-4.7471, -0.6125, 0.7254)
C (-4.8255, 0.7444, 0.4765)
Br (-6.4420, 1.4759, -0.2187)
C (-3.7446, 1.5769, 0.7170)
C (-2.5754, 1.0393, 1.2116)
C (-0.9265, -0.5985, -1.9875)
C (-0.3568, 0.8003, -2.3134)
H (1.3550, 0.9943, 2.0152)
H (3.4483, 1.1396, 3.3187)
H (5.4793, 2.0841, 2.2856)
H (5.4178, 2.8824, -0.0464)
H (3.3357, 2.7127, -1.3551)
H (2.6540, -0.0391, -1.2049)
H (2.4844, 0.5033, -2.8860)
H (1.0344, -1.2807, -3.4632)
H (2.0402, -2.0766, -2.2495)
H (0.3657, -0.7350, 0.3014)
H (1.3323, -2.1724, -0.0819)
H (-1.6469, -2.5114, -0.1143)
H (0.4735, -4.0968, 0.8048)
H (-1.6888, -2.7534, 2.3864)
H (-0.0032, -2.2002, 2.4628)
H (-3.5306, -2.2141, 1.4056)
H (-5.5952, -1.2519, 0.5345)
H (-3.8092, 2.6338, 0.5120)
H (-1.7160, 1.6688, 1.3769)
H (-1.4725, -0.9811, -2.8561)
H (-1.6244, -0.5248, -1.1533)
H (-1.0447, 1.5820, -1.9899)
H (-0.1694, 0.9064, -3.3862)

# 4
C3H4N2O | ωB97M-V/def2-TZVPD

- highest occupied orbital energy (spin up / spin down) (eV) = -8.74 / -8.74
- 2S+1 = 1
- relative energy (zero: lowest compared OMol25 entry of this formula, charge and spin) (eV) = 3.647
- LUMO energy (spin up / spin down) (hartree) = 0.003 / 0.003

Cartesian coordinates (Å):
N (1.4907, -0.1893, -0.1545)
C (0.2266, 0.1750, -0.3105)
C (-0.4518, 1.2691, 0.3357)
N (-1.3226, 0.5143, 0.8604)
C (-0.8969, -0.8781, -0.3487)
O (-0.6866, -2.0145, 0.0596)
H (1.7195, -1.1590, -0.3380)
H (2.1723, 0.3593, 0.3500)
H (-0.2007, 2.3083, 0.5394)
H (-1.7091, -0.6149, -1.0475)

# 5
CH14O6 | ωB97M-V/def2-TZVPD

- SMILES = CO.O.O.O.O.O
- highest occupied orbital energy (eV) = -10.92
- 2S+1 = 1
- relative energy (zero: lowest compared OMol25 entry of this formula, charge and spin) (eV) = 1.479
- LUMO energy (hartree) = 0.012

Cartesian coordinates (Å):
C (-1.9583, 0.9965, -0.3512)
O (-2.0025, -0.4569, -0.7373)
H (-1.7107, 1.5454, -1.3594)
H (-1.1826, 1.2816, 0.3353)
H (-2.9267, 1.2032, -0.1007)
H (-2.4743, -1.0119, -0.0678)
O (0.6624, -0.2597, 1.7877)
H (0.9965, 0.5792, 2.2239)
H (1.2460, -0.3927, 1.1054)
O (4.0627, 2.0131, 0.6602)
H (3.3666, 1.6044, 0.2881)
H (3.5546, 2.7553, 1.0692)
O (1.9269, -0.4861, -0.9158)
H (2.5497, -0.8983, -1.4955)
H (1.2048, -0.2805, -1.5326)
O (-1.7524, -2.1046, 2.3126)
H (-0.9155, -1.8182, 2.7195)
H (-2.3217, -1.3398, 2.6014)
O (-0.6005, -0.6824, -3.0385)
H (-0.5223, -1.6611, -3.2077)
H (-1.2025, -0.5866, -2.2968)

# 6
C5H7NO | ωB97M-V/def2-TZVPD

- SMILES = O=C1CN2CC[C@@H]12
- highest occupied orbital energy (eV) = -9.02
- 2S+1 = 1
- relative energy (zero: lowest compared OMol25 entry of this formula, charge and spin) (eV) = 3.196
- LUMO energy (hartree) = 0.033

Cartesian coordinates (Å):
O (-1.5200, -1.2166, -1.8891)
C (-0.9606, -0.3867, -1.2230)
C (-1.3347, 0.8133, -0.3485)
N (0.1010, 0.9706, 0.0938)
C (0.5772, 0.2548, 1.2696)
C (1.0154, -0.9310, 0.3882)
C (0.4950, -0.1382, -0.8322)
H (-1.1313, 1.7819, -0.7932)
H (-2.2034, 0.7925, 0.3266)
H (-0.2051, 0.0943, 2.0182)
H (1.3937, 0.8319, 1.7190)
H (0.4998, -1.8720, 0.5697)
H (2.0916, -1.0813, 0.3564)
H (1.1813, 0.0863, -1.6556)